{"formula": "C48H120N3O20P5", "method": "ωB97M-V/def2-TZVPD", "symbols": ["P", "P", "P", "P", "P", "O", "O", "O", "O", "O", "O", "O", "O", "O", "O", "O", "O", "O", "O", "O", "O", "O", "O", "O", "O", "N", "N", "N", "C", "C", "C", "C", "C", "C", "C", "C", "C", "C", "C", "C", "C", "C", "C", "C", "C", "C", "C", "C", "C", "C", "C", "C", "C", "C", "C", "C", "C", "C", "C", "C", "C", "C", "C", "C", "C", "C", "C", "C", "C", "C", "C", "C", "C", "C", "C", "C", "H", "H", "H", "H", "H", "H", "H", "H", "H", "H", "H", "H", "H", "H", "H", "H", "H", "H", "H", "H", "H", "H", "H", "H", "H", "H", "H", "H", "H", "H", "H", "H", "H", "H", "H", "H", "H", "H", "H", "H", "H", "H", "H", "H", "H", "H", "H", "H", "H", "H", "H", "H", "H", "H", "H", "H", "H", "H", "H", "H", "H", "H", "H", "H", "H", "H", "H", "H", "H", "H", "H", "H", "H", "H", "H", "H", "H", "H", "H", "H", "H", "H", "H", "H", "H", "H", "H", "H", "H", "H", "H", "H", "H", "H", "H", "H", "H", "H", "H", "H", "H", "H", "H", "H", "H", "H", "H", "H", "H", "H", "H", "H", "H", "H", "H", "H", "H", "H", "H", "H"], "positions_angstrom": [[1.11, -3.44, -3.05], [-5.61, -0.07, -2.40], [-4.41, -1.23, 3.66], [2.90, 3.30, -4.06], [6.94, 2.12, 1.13], [1.16, -4.86, -2.69], [-4.84, 0.03, -3.83], [4.35, 3.27, -4.30], [-4.07, -2.35, 2.59], [-3.86, -1.39, 5.04], [2.60, 3.48, -2.52], [2.36, -2.60, -2.64], [6.57, 1.95, -0.38], [-7.08, -0.65, -2.78], [6.29, 0.94, 1.93], [1.13, -3.02, -4.58], [-5.76, 1.42, -1.92], [2.07, 4.43, -4.80], [8.35, 2.31, 1.44], [6.09, 3.43, 1.52], [-0.11, -2.67, -2.39], [-4.97, -1.03, -1.50], [-6.02, -1.17, 3.80], [-3.99, 0.11, 2.89], [2.12, 1.98, -4.45], [0.69, -4.40, 3.08], [1.95, 1.35, 4.67], [-1.01, 1.06, -1.00], [-5.15, 0.84, -4.99], [0.49, 1.25, -0.91], [-4.58, -2.23, 1.22], [3.11, 3.47, -0.16], [4.54, -1.96, -1.80], [-6.54, 2.12, 0.27], [4.89, 4.65, 3.20], [-2.23, -3.06, -3.47], [0.78, 0.98, 5.43], [-8.11, -2.41, 4.32], [-7.56, -1.95, -2.30], [2.49, -3.03, 4.28], [0.14, -4.57, 0.65], [6.18, 4.02, 2.88], [-0.23, 0.19, 4.59], [3.92, 0.59, 6.00], [4.99, 0.52, 1.62], [-4.38, -3.55, 0.60], [1.44, 6.46, -3.55], [1.66, 2.48, 3.76], [-4.13, 0.48, -6.06], [1.56, -3.57, -6.95], [3.61, 3.01, -1.52], [-1.59, 2.44, -3.00], [-5.37, 1.88, -0.62], [2.23, 1.44, -5.83], [1.71, -4.36, 4.14], [2.48, 5.78, -4.47], [-8.54, -2.44, -3.40], [-3.44, 2.54, 2.86], [7.62, 2.01, -1.39], [-1.23, 0.22, 1.32], [-0.48, -3.53, 3.34], [1.39, 0.05, -1.18], [-4.24, 1.38, 3.49], [1.11, 3.73, 4.30], [-1.36, -3.33, -2.24], [1.95, -3.80, -5.45], [1.38, 0.17, -5.86], [1.20, -4.33, 1.72], [-1.43, -0.04, -0.17], [7.25, 1.19, -2.62], [4.93, -1.01, 1.87], [-1.56, 1.07, -2.36], [-6.85, -1.74, 4.87], [-1.13, -3.84, 4.70], [3.06, 1.78, 5.68], [3.25, -2.64, -1.51], [7.45, 0.12, -2.56], [-1.00, -1.02, -0.45], [2.12, -0.05, -0.34], [1.14, 0.30, 6.19], [6.16, 1.24, -2.76], [-7.05, -0.90, 5.57], [-3.53, 2.48, 1.77], [-6.19, -2.39, 5.48], [1.06, 2.01, 3.05], [-0.17, 0.31, 1.47], [-4.86, -3.48, -0.39], [1.12, -4.62, 5.05], [-4.64, -4.39, 1.26], [-2.42, 2.43, -3.76], [0.70, -4.59, -0.29], [3.60, 2.56, 5.20], [-0.18, -2.52, 3.42], [-4.10, -0.61, -6.36], [-3.29, -3.71, 0.53], [1.79, -4.86, -5.19], [-4.68, 1.10, -0.22], [-0.95, -4.93, 4.83], [-2.59, 0.68, -2.27], [3.03, -3.63, -5.34], [7.11, 4.62, 2.94], [-2.42, 2.65, 3.07], [3.25, -0.11, 6.54], [-7.32, 2.70, -0.19], [4.92, 0.58, 0.56], [2.63, 2.66, 3.28], [5.09, -1.94, -0.91], [1.93, -5.17, 1.60], [-1.08, -0.18, 5.09], [1.62, -0.41, -6.75], [-3.93, 3.44, 3.24], [1.84, -3.40, 1.52], [-4.00, -1.39, 0.86], [1.46, 4.53, 3.62], [-2.18, -3.63, 4.79], [3.31, 1.20, -6.07], [1.37, -2.41, -7.02], [-9.29, -1.65, -3.50], [-1.78, -2.99, -1.28], [1.69, 7.48, -3.38], [0.89, -0.96, -1.19], [7.68, 1.69, -3.51], [-1.00, 0.43, -3.04], [-2.03, -3.70, -4.30], [-8.75, -2.89, 5.04], [-9.09, -3.29, -3.05], [-4.44, 1.07, -6.97], [-8.63, -1.57, 3.80], [1.89, -2.23, 4.68], [-1.25, -4.40, -2.22], [-0.65, -3.35, 5.58], [-1.74, 1.16, 1.60], [-1.94, 3.13, -2.27], [5.04, -1.23, 2.94], [-1.61, -0.58, 1.98], [4.02, 4.08, 2.90], [6.34, 3.14, 3.56], [4.93, 5.62, 2.72], [5.10, -2.54, -2.50], [3.37, -3.18, 4.92], [-2.03, -2.01, -3.82], [-0.58, -3.75, 0.62], [3.40, 5.72, -3.91], [2.31, -5.23, 3.95], [2.15, 3.00, 0.08], [0.00, 3.68, 4.36], [3.71, 1.95, -1.73], [2.38, -3.72, -7.67], [3.77, 3.37, 0.66], [-5.18, 1.90, -4.73], [-6.18, 0.58, -5.41], [-3.29, -3.18, -3.29], [-6.96, 1.15, 0.53], [4.25, 1.09, 2.16], [-0.58, 0.82, 3.82], [-0.69, 2.78, -3.50], [4.75, 4.82, 4.30], [8.59, 1.64, -0.98], [0.77, 2.08, -1.57], [1.92, 0.07, -2.12], [-7.95, -3.15, 3.53], [-6.14, 2.53, 1.19], [3.02, 4.60, -0.14], [-5.33, 1.54, 3.42], [-8.01, -2.52, -4.31], [-3.05, 0.70, -5.76], [-6.72, -2.63, -2.12], [-8.17, -1.82, -1.36], [0.17, -0.63, 4.03], [5.76, -1.38, 1.33], [-0.36, -5.49, 0.80], [-5.62, -1.88, 1.24], [4.48, -0.89, -2.14], [0.29, 0.29, -5.84], [4.58, 3.40, -1.77], [2.67, 6.26, -5.45], [1.82, -0.39, -5.02], [0.57, 1.63, 0.11], [7.69, 3.07, -1.65], [-1.20, -3.73, 2.54], [-2.45, -0.25, -0.47], [1.49, 5.99, -2.57], [2.85, -2.67, 3.30], [-4.03, 1.23, 4.53], [3.43, -3.69, -1.22], [0.25, 1.81, 5.93], [0.70, -4.06, -7.27], [2.73, -2.06, -0.72], [0.42, 6.28, -4.03], [4.43, 0.19, 5.14], [3.96, -1.30, 1.51], [1.56, 3.89, 5.31], [-4.72, 2.74, -0.88], [2.67, 2.33, 6.56], [1.95, 2.20, -6.52], [4.65, 0.94, 6.76]], "total_charge": 0, "lumo_ha": 0.0187, "smiles": "CCOP(=O)(OCC)OCC.CCOP(=O)(OCC)OCC.CCOP(=O)(OCC)OCC.CCOP(=O)(OCC)OCC.CCOP(=O)(OCC)OCC.CCN(CC)CC.CCN(CC)CC.CCN(CC)CC"}

***

{"formula": "C6H8", "method": "ωB97M-V/def2-TZVPD", "symbols": ["C", "C", "C", "C", "C", "C", "H", "H", "H", "H", "H", "H", "H", "H"], "positions_angstrom": [[0.66, 0.35, -1.29], [-0.32, 0.12, 1.07], [1.14, 0.03, -2.67], [0.38, 0.76, 2.05], [0.15, 0.35, -0.21], [-1.50, -0.68, 1.25], [0.87, 0.79, -3.39], [0.20, 0.82, 3.10], [1.31, 1.31, 1.72], [0.55, -0.89, -2.90], [-2.12, -0.83, 0.33], [-2.27, -0.34, 1.99], [2.22, -0.14, -2.69], [-1.26, -1.67, 1.64]], "relative_energy_kj_mol": 183.06, "total_charge": 0, "lumo_ha": 0.0361, "smiles": "C=C(C)C#CC"}

***

{"formula": "C43H46N4O3PTeW", "method": "ωB97M-V/def2-TZVPD", "symbols": ["W", "Te", "P", "O", "O", "O", "N", "N", "N", "N", "C", "C", "C", "C", "C", "C", "C", "C", "C", "C", "C", "C", "C", "C", "C", "C", "C", "C", "C", "C", "C", "C", "C", "C", "C", "C", "C", "C", "C", "C", "C", "C", "C", "C", "C", "C", "C", "C", "C", "C", "C", "C", "C", "H", "H", "H", "H", "H", "H", "H", "H", "H", "H", "H", "H", "H", "H", "H", "H", "H", "H", "H", "H", "H", "H", "H", "H", "H", "H", "H", "H", "H", "H", "H", "H", "H", "H", "H", "H", "H", "H", "H", "H", "H", "H", "H", "H", "H", "H"], "positions_angstrom": [[-0.23, 0.47, -1.39], [-0.18, 3.55, -2.33], [-1.26, -1.78, -0.84], [1.93, 1.88, -0.40], [-0.69, 3.49, 0.45], [1.63, -2.15, -2.35], [3.68, -1.46, -1.70], [1.80, -0.11, -1.36], [-1.42, 1.61, -0.63], [0.12, 0.05, 0.85], [1.94, 5.88, -5.28], [2.86, 6.45, -3.15], [2.31, -1.30, -1.84], [4.26, -2.72, -2.18], [0.16, -3.65, 0.70], [2.83, 6.63, -4.53], [2.75, 2.19, -3.71], [0.20, 1.71, -3.37], [3.75, 7.62, -5.19], [1.49, 1.38, -3.92], [-2.35, 1.43, -3.69], [-5.17, -0.60, 1.26], [-3.29, -5.03, -2.17], [2.04, 5.55, -2.50], [2.56, 0.88, -0.77], [2.09, 5.43, -1.00], [-1.74, -3.21, -1.84], [1.07, 4.95, -4.69], [-0.94, -3.72, -2.86], [0.49, -1.32, 1.17], [-3.82, -0.72, -0.72], [-0.93, 0.88, -3.66], [4.46, -0.49, -1.13], [-1.31, -4.88, -3.52], [1.09, -3.96, 1.69], [3.97, 0.67, -0.67], [-2.93, -3.87, -1.50], [-2.79, -1.30, 0.02], [-2.49, -5.54, -3.17], [-0.14, -2.32, 0.45], [-5.00, -0.37, -0.10], [1.42, -1.62, 2.15], [1.16, 4.81, -3.30], [-2.63, 2.50, 1.37], [-0.70, -0.32, -4.41], [-1.50, 2.62, 0.38], [-4.15, -1.17, 2.00], [0.70, -1.88, -5.77], [0.13, 4.19, -5.58], [1.72, -2.95, 2.40], [1.59, 0.25, -4.69], [0.51, -0.64, -4.92], [-2.95, -1.53, 1.38], [5.34, -2.65, -2.10], [3.59, 8.62, -4.78], [1.90, -0.82, 2.71], [1.27, 5.98, -0.53], [-6.10, -0.33, 1.74], [2.04, 4.39, -0.65], [-0.84, 3.98, -5.11], [-0.68, -5.27, -4.31], [-0.08, 4.76, -6.48], [4.61, 1.42, -0.22], [3.90, -3.56, -1.58], [-2.77, -6.45, -3.69], [3.97, -2.89, -3.21], [0.55, 3.23, -5.89], [2.87, 2.92, -4.52], [-2.22, 2.63, 2.37], [-3.58, -3.49, -0.72], [-2.40, 2.18, -4.48], [2.56, 0.01, -5.11], [0.82, 0.71, 1.17], [-1.56, -0.95, -4.62], [-3.32, 3.33, 1.19], [-3.70, -0.55, -1.79], [1.32, -5.00, 1.90], [1.75, -2.09, -5.94], [-0.32, -4.44, 0.14], [-2.18, -2.02, 1.96], [-0.76, 0.27, 1.31], [4.79, 7.36, -5.02], [-3.17, 1.56, 1.29], [-3.05, 0.64, -3.95], [-2.69, 1.88, -2.76], [3.55, 7.04, -2.55], [5.51, -0.73, -1.07], [3.62, 1.54, -3.73], [3.02, 5.85, -0.62], [3.59, 7.67, -6.27], [-0.02, -3.22, -3.13], [1.89, 6.02, -6.35], [-4.21, -5.54, -1.90], [2.74, 2.75, -2.78], [0.22, -1.75, -6.74], [0.24, -2.74, -5.29], [2.45, -3.20, 3.16], [-5.81, 0.06, -0.68], [-4.28, -1.36, 3.06]], "relative_energy_kj_mol": 154.36, "spin_multiplicity": 2, "total_charge": 2, "lumo_ha": [-0.2443, -0.2754], "s2": 0.911}

***

One value per record, in order, for E: -143597.5946 -6348.8865 -75836.1574 eV.